C7H11CeI2N2OSe | ωB97M-V/def2-TZVPD

```
25
Properties=species:S:1:pos:R:3:forces:R:3:mulliken_spin:R:1
Ce -1.6976 -0.9167 -1.5063 0.90 0.36 -0.09 0.74
I -1.7467 -2.9184 0.6489 0.15 -1.30 0.99 -0.02
I -2.7957 -1.0312 -4.1462 -1.62 -0.44 -1.98 -0.02
Se -3.5590 0.5161 -0.6151 -1.10 1.26 0.77 -0.07
O 0.2108 2.0204 -1.1757 0.74 1.88 0.37 0.01
N 1.1172 -0.4473 0.8442 0.85 -1.41 -0.08 0.12
N -0.1403 1.1140 1.6487 -0.56 0.57 1.26 0.17
C 0.0502 -0.7521 -3.2057 1.57 0.75 0.19 -0.07
C -0.0950 0.9308 -0.7780 -1.64 -2.90 -0.74 -0.22
C -1.0965 2.1911 1.7036 -0.29 -0.08 0.41 0.00
C 0.6175 0.6324 2.6814 1.31 -1.34 0.19 -0.01
C 1.7864 -1.3938 -0.0052 0.19 -0.18 -0.09 -0.02
C 1.4192 -0.3594 2.1722 -0.95 1.25 0.24 0.03
C 0.0341 0.3304 0.5441 0.92 2.07 -1.16 0.30
H 0.6145 0.8902 3.7254 -0.46 0.54 -0.06 0.02
H 2.7276 -1.5842 0.5277 -0.09 -0.32 -0.44 0.00
H 1.1935 -2.3305 -0.1006 0.34 0.48 -0.08 0.00
H -0.6583 3.1919 1.5285 -0.03 -0.51 0.09 0.00
H 0.4987 0.2304 -2.8693 0.08 -1.18 -0.58 0.01
H 0.4743 -1.6086 -2.6101 0.43 0.33 -0.45 0.00
H -1.8874 1.9888 0.9645 0.14 0.06 0.17 0.00
H 2.2194 -0.9362 2.5950 -0.13 -0.12 0.22 0.01
H 0.2237 -0.9038 -4.2912 -0.29 -0.06 0.70 0.00
H 2.0095 -0.9575 -0.9893 -0.19 -0.22 0.25 0.01
H -1.5202 2.1030 2.7086 -0.28 0.52 -0.11 -0.01
```
Positions in Å, forces in eV/Å.

Results
- Net charge: -2
- E_HOMO (alpha / beta): 0.50 / -0.13 eV
- 2S+1: 2
- Relative energy (zero: lowest compared OMol25 entry of this formula, charge and spin): 0.00 kcal per mole

---

C7H11Cl3Si | ωB97M-V/def2-TZVPD

```
22
Properties=species:S:1:pos:R:3:forces:R:3:mulliken_charge:R:1
Cl -0.3442 1.6504 -1.0645 -0.36 -0.19 0.56 -0.18
Cl -3.1416 -1.5431 0.1427 -0.20 -0.10 -0.41 -0.26
Cl -0.7532 -1.6271 2.2844 0.28 -0.52 -0.71 -0.28
Si -1.1523 -1.1672 0.2745 1.36 2.61 0.76 0.72
C -2.0018 1.4719 1.0231 -0.18 1.14 1.54 -0.41
C -0.7982 0.8311 0.5445 -1.94 -1.83 -3.21 -0.21
C -0.1437 -1.6665 -1.2406 1.27 -1.45 0.73 -0.71
C 2.7653 0.5342 -1.2860 -1.54 -0.99 3.30 -0.86
C 1.9551 -0.2904 -0.5757 0.51 0.44 0.69 0.18
C 1.4962 -1.6421 -1.0048 -1.93 0.11 -1.78 -0.74
C -1.8809 2.2905 2.0666 0.59 0.07 1.82 -0.81
H 2.8920 1.4533 -0.7482 0.49 0.68 -0.42 0.27
H -0.8256 2.4949 2.5042 -1.98 -0.24 -0.75 0.21
H -0.3896 -0.8963 -1.9877 -0.18 -0.53 0.06 0.39
H -0.4401 -2.7336 -1.5263 0.33 1.57 -0.03 0.35
H 1.5269 0.0483 0.4431 0.89 -0.34 -1.92 0.22
H 3.3919 0.2839 -2.0913 0.22 -0.33 -1.19 0.35
H 1.9809 -1.8855 -1.9749 -0.44 0.09 0.44 0.33
H -2.9573 1.2304 0.6319 -0.72 -0.14 -0.44 0.39
H -2.7502 2.6147 2.6940 0.88 0.06 -0.94 0.27
H 1.6609 -2.4889 -0.3741 0.54 -0.20 0.91 0.31
H -0.0905 1.0372 1.2653 2.11 0.09 0.99 0.47
```
Positions in Å, forces in eV/Å.

Results
- E_HOMO: -9.30 eV
- Structure (SMILES): C=CCC[Si](Cl)(Cl)[C@@H](Cl)C=C
- Relative energy (zero: lowest compared OMol25 entry of this formula, charge and spin): 19.43 kcal per mole

---

C7H11Cl4FO3 | ωB97M-V/def2-TZVPD

```
26
Properties=species:S:1:pos:R:3:forces:R:3:mulliken_charge:R:1
Cl 4.7420 0.3504 0.5155 -0.40 -1.11 0.03 -0.18
Cl -0.5444 -2.2859 -4.1269 -0.36 0.49 -0.70 -0.21
Cl 6.8838 0.3003 -2.0900 0.36 -0.40 0.53 -0.18
Cl -3.9327 -0.2173 -3.6071 0.06 1.20 0.53 -0.21
F -3.9568 -1.2291 3.2938 -1.79 -1.63 -0.88 -0.27
O -3.9162 2.2261 5.2060 2.49 -2.99 -2.32 -0.57
O -3.4118 0.8703 3.4485 -0.36 0.19 -3.95 -0.31
O -2.4996 0.4257 5.3450 -0.29 -0.58 0.23 -0.34
C -2.9103 -0.4406 3.2146 0.85 1.03 2.03 0.37
C -1.9167 -1.4845 -5.0189 -0.08 0.05 1.01 -0.34
C 6.7990 1.5653 -0.8287 -2.18 0.74 -0.72 -0.35
C -3.3003 1.2862 4.6599 -1.86 2.20 4.85 0.70
C 5.3345 1.7401 -0.3737 0.54 0.71 0.75 -0.50
C -2.0900 -0.6486 4.4620 2.20 1.49 0.35 -0.46
C -3.2002 -1.7064 -4.2036 -1.25 -0.23 -0.86 -0.40
H -1.9668 -1.8243 -6.0534 -0.01 -0.57 0.34 0.30
H -2.0229 -1.6338 4.9236 -0.94 0.16 0.08 0.31
H -4.0252 -2.0104 -4.8477 0.43 -0.67 -0.21 0.23
H 7.0150 2.4388 -1.4439 0.48 0.27 0.72 0.26
H -3.2129 -2.3556 -3.3281 0.79 -0.17 -0.43 0.33
H 5.3091 2.4587 0.4455 0.30 0.60 -0.46 0.27
H -1.7599 -0.4089 -5.0999 0.42 -0.11 0.34 0.30
H -1.0521 -0.4008 4.2399 0.22 -0.10 -0.23 0.27
H 4.6068 2.0608 -1.1192 0.31 -0.35 -0.21 0.36
H -2.3388 -0.5363 2.2914 -0.52 0.23 -0.18 0.29
H 7.3674 1.4600 0.0954 0.59 -0.46 -0.66 0.33
```
Positions in Å, forces in eV/Å.

Results
- E_HOMO: -10.77 eV
- Structure (SMILES): O=C1OC[C@@H](F)O1.ClCCCl.ClCCCl

---

C7H11ClN4O | ωB97M-V/def2-TZVPD

```
24
Properties=species:S:1:pos:R:3:forces:R:3:mulliken_charge:R:1
Cl -5.5771 0.5149 0.0971 0.51 -0.18 0.48 -0.16
O 0.1796 -1.2294 1.0875 0.01 -0.47 0.33 -0.50
N 1.8403 0.0874 -0.5333 -0.34 -2.29 -1.37 0.68
N 0.9146 0.9429 -0.3484 -0.96 0.40 -0.53 -0.83
N -3.0419 0.1233 1.0165 -1.56 1.80 0.80 -1.10
N -1.9606 -0.5351 0.6639 0.03 -2.03 -2.96 0.95
C 3.1867 0.1817 0.0783 1.14 -0.58 1.83 -0.96
C -0.6762 -0.4190 1.2427 -1.28 1.47 1.26 0.10
C -3.5513 -1.2005 -0.7297 0.59 -0.86 -1.58 -0.69
C -4.0143 -0.2125 0.1828 1.29 -0.70 -0.01 0.44
C -2.1989 -1.3252 -0.4700 0.93 -0.23 1.07 -0.06
C 1.2436 2.1024 0.4033 -0.72 0.82 -0.10 -0.89
C 1.6517 -1.0035 -1.3174 3.09 0.20 1.43 -0.37
H -4.1014 -1.7550 -1.5380 0.59 1.00 1.06 0.31
H 3.7418 0.8811 -0.5010 0.52 0.52 -0.62 0.44
H 1.8654 2.7919 -0.1543 0.54 0.28 -0.34 0.37
H 0.2689 2.6853 0.4789 1.27 -0.85 0.82 0.33
H 3.2662 0.6023 1.1496 -0.79 -0.97 -1.66 0.30
H 1.8196 1.8262 1.3025 -0.86 0.71 0.33 0.27
H -0.7370 0.4848 1.9210 0.74 -0.77 -0.41 0.40
H 3.7314 -0.8149 0.0627 -1.01 1.32 -0.02 0.28
H -1.2660 -1.8474 -0.8567 -1.91 0.47 0.30 0.27
H 2.5954 -1.6117 -1.2890 -1.61 0.26 -0.45 0.06
H 0.8195 -1.2702 -1.9489 -0.18 0.69 0.32 0.38
```
Positions in Å, forces in eV/Å.

Results
- E_HOMO: -7.43 eV
- Relative energy (zero: lowest compared OMol25 entry of this formula, charge and spin): 26.16 kcal per mole

---

C7H11F2N2 | ωB97M-V/def2-TZVPD

```
22
Properties=species:S:1:pos:R:3:forces:R:3:mulliken_charge:R:1
F 1.7451 0.2774 2.1599 0.35 -0.52 1.20 -0.23
F -1.2045 0.7177 -3.1398 -0.91 -0.60 -0.12 -0.24
N 0.4495 -0.2378 0.3546 0.31 -0.79 0.88 -0.37
N -1.1200 -1.6799 -0.3731 -2.04 -1.42 -1.68 -0.24
C 1.7603 1.6581 0.3262 1.62 2.34 -1.30 -0.49
C 1.2555 0.5135 0.9790 -1.15 -0.94 -1.23 0.64
C -0.9399 -1.3931 2.1317 2.22 -2.23 0.97 -1.42
C -0.1662 -1.4328 0.7993 0.62 -1.44 1.04 0.20
C -0.0399 1.6882 -1.3210 -2.97 -1.29 -2.46 -0.25
C -0.1430 1.2773 -2.6133 0.77 2.10 3.31 -0.17
C 1.1696 2.2313 -0.7613 1.86 -0.15 0.62 -0.37
H -1.6077 -0.6239 2.0784 -2.89 1.47 -0.31 0.53
H -0.9138 -0.9566 -1.0693 0.33 0.16 0.04 0.10
H -2.1342 -1.5040 -0.1407 1.13 -0.56 -0.04 0.41
H -1.0415 -2.6119 -0.9386 -0.17 1.80 1.72 0.44
H 0.4087 -2.4092 0.8134 0.26 1.48 -0.13 0.25
H -0.3918 -1.0260 3.0402 0.53 -0.62 -1.18 0.35
H -0.9930 1.4487 -0.7953 1.09 0.53 0.40 0.38
H 2.7960 1.9357 0.6319 -1.12 0.22 -0.10 0.32
H 0.6211 1.5429 -3.2526 1.40 -0.07 -1.93 0.47
H -1.2525 -2.4468 2.4144 -0.37 1.53 -0.47 0.35
H 1.7423 3.0313 -1.3242 -0.88 -1.02 0.78 0.37
```
Positions in Å, forces in eV/Å.

Results
- Net charge: +1
- E_HOMO: -12.54 eV
- Structure (SMILES): C[C@@H]([NH3+])/N=C(F)/C=C\C=C\F
- Relative energy (zero: lowest compared OMol25 entry of this formula, charge and spin): 26.29 kcal per mole

---

C7H11F2NO | ωB97M-V/def2-TZVPD

```
22
Properties=species:S:1:pos:R:3:forces:R:3:mulliken_charge:R:1
F 1.1664 2.4964 1.0104 0.87 -0.59 -0.53 -0.26
F 1.6425 2.4840 -1.1652 0.43 -0.80 1.71 -0.28
O 3.5582 0.2770 -0.7355 -1.56 -1.12 -2.09 -0.50
N -0.6538 0.0379 -1.4392 3.67 0.71 2.85 -0.53
C 1.6867 1.7422 0.0089 -3.00 -1.60 -2.55 0.43
C -1.8616 -0.6957 -1.4893 -0.66 0.85 -1.89 -0.51
C -0.0452 0.0952 -0.3214 1.22 2.94 -2.55 0.34
C -1.8520 -0.7796 1.0561 0.45 -1.05 1.18 -0.77
C 2.9830 1.0335 0.2853 1.79 1.89 1.40 -0.21
C -0.3829 -0.2313 1.0598 -0.65 0.24 0.84 -0.40
C -2.1310 -1.5139 -0.3402 -0.22 -2.36 4.37 -0.63
H -0.1981 0.7071 1.6604 -0.68 -0.88 -0.52 0.30
H 3.8262 1.8847 0.5537 -1.97 -1.98 -0.48 0.24
H 2.8980 -0.1992 -1.3738 1.29 1.54 2.09 0.35
H -2.5901 0.1067 -1.6350 -0.51 -0.32 -0.11 0.32
H -2.0881 -1.2970 2.0942 0.65 0.06 -2.45 0.30
H -3.1641 -1.8367 -0.3098 -0.37 -0.03 -0.16 0.38
H 0.3642 -0.9174 1.4707 -0.24 -0.30 -0.12 0.28
H -2.5653 0.0062 1.1449 -0.32 1.18 -0.33 0.35
H 2.8206 0.4012 1.1881 0.07 0.58 -0.34 0.22
H -1.8516 -1.3219 -2.3849 -0.14 0.21 -0.14 0.32
H -1.5619 -2.4795 -0.3380 -0.12 0.82 -0.19 0.27
```
Positions in Å, forces in eV/Å.

Results
- E_HOMO (alpha / beta): -8.04 / -8.04 eV
- Relative energy (zero: lowest compared OMol25 entry of this formula, charge and spin): 48.27 kcal per mole